C55H44ClOP3Pd | ωB97M-V/def2-TZVPD

Positions of all 105 atoms, in Å:
P 1.451 -0.099 -1.082
H 2.549 -4.770 5.291
C -1.248 -2.461 2.924
H -2.707 4.304 -1.576
H -0.559 -3.941 1.529
H 2.551 -1.488 -3.426
H -0.198 0.198 5.208
H 1.897 -2.408 0.694
C 3.370 -2.817 5.624
C -3.004 2.301 -0.857
P -1.464 1.553 -1.558
C 2.748 0.868 -2.139
H -6.009 3.829 1.099
C -0.957 2.099 4.566
C -0.492 0.804 4.357
H -2.325 -5.573 2.067
H 0.750 -3.980 3.823
C -3.568 0.163 -2.956
C 2.271 -2.696 -0.282
C -2.297 -4.622 2.588
C 4.540 2.509 -3.551
C 1.934 1.868 0.786
C 4.114 0.606 -2.155
C 1.291 -1.901 3.925
C 0.352 3.318 -4.828
C 3.242 -1.466 5.327
H -5.126 -0.824 -4.048
C -4.056 -0.748 -3.886
H -4.077 -5.005 3.733
C 3.170 -4.369 -1.762
C 3.707 1.978 2.410
H 4.232 2.511 3.195
H -1.009 2.512 5.568
H -4.270 0.777 -2.409
C -0.682 3.798 -5.625
Cl -0.905 -3.482 -1.455
H -1.127 -2.089 -4.900
H -1.646 2.954 1.363
H -4.610 5.260 -0.356
C 2.220 -1.761 -1.318
C 2.326 0.581 0.413
C 5.006 1.400 -2.864
H 2.796 -4.681 0.329
C -4.393 4.202 -0.265
C -3.319 3.655 -0.963
C 2.616 -2.177 -2.591
C 2.301 1.989 -2.860
C 2.227 -1.020 4.489
H 6.066 1.169 -2.860
H -2.247 -1.172 4.315
C 2.616 2.561 1.774
H -5.474 1.412 1.310
C 4.097 0.693 2.056
O 0.968 2.255 -2.708
C -1.294 -3.706 2.294
H 3.543 -5.373 -1.934
H 3.374 -3.766 -3.814
H -2.649 -1.916 -1.288
H -4.036 -2.792 4.840
H -3.312 3.026 -3.652
H 4.931 0.219 2.561
H -2.323 -2.681 0.222
H -1.714 3.871 3.619
C -1.274 2.669 -3.123
C -1.846 -2.131 -0.583
H 2.282 3.551 2.063
C 2.759 -3.978 -0.496
H -0.450 4.225 -6.593
H 4.490 -0.243 -1.596
H -0.272 -0.480 -3.265
H -3.534 0.463 0.100
C -1.307 2.322 2.182
C -3.283 -4.300 3.512
H 2.844 3.719 -4.030
H -3.567 -2.278 -5.316
C -4.879 2.047 0.663
H 4.168 -3.167 6.270
C -0.827 1.028 1.910
C -3.186 -1.557 -4.602
C -1.821 -1.444 -4.375
C 2.464 -3.711 5.069
H 1.363 3.339 -5.203
Pd -0.905 -0.376 0.293
C 0.053 2.783 -3.581
C 3.187 2.818 -3.543
C -1.352 2.856 3.466
H 3.729 -1.002 0.804
C -5.179 3.400 0.549
C -2.250 -2.145 3.838
C -3.259 -3.055 4.129
P 0.162 -1.337 2.524
C 3.408 -0.002 1.068
C -3.805 1.505 -0.026
H 3.945 -0.755 5.749
H -2.796 4.094 -5.820
H 1.076 2.316 0.295
C 1.449 -3.261 4.235
C -1.338 -0.537 -3.446
C -2.198 0.277 -2.710
C 3.081 -3.465 -2.814
H 5.228 3.152 -4.088
C -2.277 3.141 -3.957
H 2.160 0.033 4.250
C -1.994 3.725 -5.190
C -0.412 0.304 3.057

Values from the calculation:
Highest occupied orbital energy in eV: 0.23
Spin multiplicity: 1
Gap between HOMO and LUMO in eV: 4.098
Total charge: -2

Mulliken atomic charge list, values in e, 2 entries: atom 1 (P): 1.682, atom 2 (H): 0.395


C55H45P3PtSi | ωB97M-V/def2-TZVPD

Positions of all 105 atoms, in Å:
C 0.654 -1.477 -1.749
C 2.911 1.269 0.674
H 0.013 1.244 -3.632
C -0.206 4.133 -2.648
H -3.604 2.376 0.775
C 4.077 1.411 1.414
Si 1.739 -0.229 0.682
C -3.648 -4.297 -1.962
H 1.008 0.597 -5.785
H 0.663 4.395 0.610
C -0.877 5.333 -2.791
C 3.806 1.411 -4.082
H -1.770 -6.754 1.816
C 3.015 0.972 -5.131
H -2.449 -3.697 -0.296
C -1.929 0.708 5.880
C 2.082 -2.303 -3.522
C -0.994 6.200 -1.717
H -4.749 -4.638 -3.771
H 5.704 2.684 1.962
H -4.936 0.093 4.463
C -1.668 -0.604 3.882
C -1.591 -5.698 1.957
C 3.546 -2.432 3.757
P -1.008 -1.380 -0.939
H -4.130 -5.098 -1.418
H -3.666 -2.781 -4.974
C 1.860 1.728 -2.702
H 3.885 2.119 -2.075
C 3.337 -1.767 2.564
C -2.529 0.721 -0.080
C -3.303 0.717 5.704
H -2.800 0.029 0.720
C -2.040 0.933 -2.441
P 1.002 2.111 -1.121
H 0.381 -2.423 4.943
C -2.271 -5.001 2.942
H -1.978 -1.410 -3.885
H 2.183 -2.749 -4.502
H -0.034 0.096 5.087
H -1.335 5.581 -3.738
H -0.140 -5.572 0.386
C -0.388 2.249 2.121
H 4.191 -2.137 -3.202
C 1.079 1.295 -3.768
H -3.608 3.700 -1.297
H -3.487 -1.065 2.836
C -3.385 -2.997 -3.953
H 4.878 1.458 -4.210
H -2.969 -5.523 3.580
H 0.287 -3.172 0.726
H -0.893 3.110 1.681
C 1.805 -1.139 -1.008
H 2.869 4.354 -0.759
C -1.929 0.186 -1.265
C -2.056 -2.478 -2.010
C -0.419 5.869 -0.501
C 0.241 4.665 -0.347
C 2.075 -1.308 2.214
H 2.653 -3.161 5.559
H 4.948 4.564 0.558
C -3.135 1.982 -0.117
C -2.659 2.166 -2.457
C 3.207 -1.963 -2.796
C -1.135 -2.975 2.322
C -2.053 -3.646 3.125
C -0.673 -5.036 1.156
C 1.642 0.928 -4.974
C -3.055 -0.577 3.703
C 4.373 3.652 0.597
H 4.160 -1.621 1.880
C 3.208 3.535 -0.139
H -1.497 1.221 6.729
C 1.215 -2.226 4.281
H 4.535 -2.785 4.013
H -0.502 6.545 0.337
C 0.822 -2.081 -2.993
C -3.866 0.072 4.612
H -2.585 -3.122 3.907
C 4.801 2.589 1.378
C -3.166 2.716 -1.283
H -1.697 0.516 -3.375
H -0.034 -2.388 -3.572
C -3.995 -4.041 -3.277
H -3.939 1.234 6.407
H 3.463 0.662 -6.065
C -2.698 -3.513 -1.333
Pt -0.401 0.643 0.687
C 0.360 3.785 -1.424
H -0.953 1.924 2.997
C -1.109 0.068 4.968
C -0.441 -3.687 1.341
H 3.938 -1.138 -0.966
C 3.242 1.781 -2.874
H -1.541 7.125 -1.826
H -2.769 2.705 -3.388
H -0.124 3.463 -3.490
H 4.428 0.594 2.026
P -0.686 -1.213 2.489
C -2.428 -2.220 -3.330
C 1.009 -1.552 3.080
C 2.486 -2.645 4.625
C 2.472 2.359 -0.085
H 0.620 2.535 2.432
C 3.059 -1.394 -1.542

Values from the calculation:
Highest occupied orbital energy (alpha / beta) in eV: -5.26 / -5.32
Spin multiplicity: 1
Gap between HOMO and LUMO (alpha / beta) in eV: 5.052 / 4.988

Mulliken atomic charge list, values in e, 2 entries: atom 1 (C): 1.585, atom 2 (C): 1.252


C55H46Cl2GeI4N6Y | ωB97M-V/def2-TZVPD

Positions of all 115 atoms, in Å:
H 15.593 12.571 5.761
I 20.799 6.947 7.467
C 16.710 9.804 11.950
C 9.915 11.763 10.052
C 15.485 11.148 13.306
C 19.850 8.594 8.403
H 10.371 11.627 9.060
C 17.924 19.804 8.492
C 14.796 9.512 15.913
C 17.554 12.939 9.863
I 11.192 21.093 17.141
C 14.204 8.564 16.673
C 19.253 19.545 8.066
H 13.773 17.180 7.348
C 17.052 16.507 10.102
H 15.494 8.891 13.443
C 8.571 11.033 10.115
H 13.842 18.145 8.911
H 12.594 18.426 13.030
C 18.991 9.394 7.634
H 10.137 9.361 11.418
C 12.549 10.389 15.295
C 18.148 13.367 8.670
C 10.672 16.784 10.194
H 17.535 20.762 8.284
C 14.258 12.853 14.651
C 9.033 10.753 12.662
C 17.872 17.546 9.455
C 16.830 11.166 11.521
C 13.304 17.456 14.806
C 17.914 14.722 8.483
H 13.339 12.717 16.707
C 16.277 16.858 11.238
N 16.862 14.031 10.411
C 18.249 10.411 8.240
C 13.583 13.305 15.811
H 11.036 19.957 14.305
H 9.821 12.874 10.243
H 17.024 18.913 11.639
C 11.124 15.390 7.362
C 14.877 16.777 12.985
I 11.813 7.122 17.843
C 13.235 14.601 15.671
H 12.542 18.499 7.652
N 13.144 12.158 11.117
C 12.794 8.554 16.768
N 10.838 11.261 11.069
H 12.648 15.229 16.327
Ge 12.125 16.186 8.878
N 14.342 13.942 13.768
H 18.151 15.348 7.640
C 7.975 11.015 11.536
H 8.699 10.011 9.766
C 19.210 17.314 8.979
C 11.770 19.321 14.789
H 20.525 7.929 10.343
H 7.470 11.961 11.839
H 10.906 9.268 16.133
C 16.322 18.131 11.881
C 17.614 11.611 10.386
H 7.829 11.541 9.528
C 17.215 15.156 9.688
C 15.452 18.133 12.925
N 16.038 11.968 12.358
H 11.794 15.203 6.485
H 17.553 11.009 7.643
H 16.218 18.950 9.483
H 9.166 11.598 13.391
H 7.190 10.285 11.554
I 20.154 20.913 6.787
H 18.796 9.072 6.593
C 15.823 9.793 12.982
H 15.869 9.649 15.746
C 12.064 11.682 11.068
C 11.963 9.398 16.074
C 12.566 18.412 14.106
C 10.297 10.256 12.019
Y 14.734 13.897 11.420
C 13.286 15.224 10.114
C 15.445 13.447 6.390
H 11.944 11.153 14.819
H 19.293 9.761 11.439
H 15.185 18.955 13.591
N 15.464 16.024 11.961
H 17.016 8.922 11.407
H 16.383 13.858 6.730
H 10.973 17.728 10.653
C 19.918 18.308 8.295
C 13.186 17.709 8.146
H 18.753 12.858 7.990
H 14.701 7.670 17.099
H 10.543 16.112 11.018
C 11.875 19.406 16.157
C 19.983 8.718 9.765
C 13.799 15.017 14.428
H 11.063 10.058 12.748
H 8.694 9.924 13.302
H 13.967 16.721 16.747
H 10.262 16.074 7.090
H 20.944 18.254 7.944
C 12.625 18.465 16.899
C 18.376 10.580 9.641
C 13.317 17.467 16.261
H 19.751 16.381 9.229
H 9.735 17.009 9.631
Cl 14.556 12.962 7.921
C 19.237 9.716 10.371
H 10.670 14.396 7.694
C 14.604 11.474 14.355
Cl 14.494 14.685 5.541
C 17.230 18.800 9.194
C 13.984 10.465 15.205
H 12.521 18.486 17.995
H 12.892 15.460 11.181
C 14.001 16.378 14.025

Values from the calculation:
Highest occupied orbital energy (alpha / beta) in eV: -2.23 / -2.25
Spin multiplicity: 1
Gap between HOMO and LUMO (alpha / beta) in eV: 3.170 / 3.159
Relative energy (zero: lowest compared OMol25 entry of this formula, charge and spin) in eV: 1.6079
Total charge: -1

Mulliken atomic charge list, values in e, 2 entries: atom 1 (H): 0.460, atom 2 (I): 0.023


C55H47BrN7O2PTl | ωB97M-V/def2-TZVPD

Positions of all 114 atoms, in Å:
C 0.463 0.379 2.340
H -2.229 -2.017 8.915
C -1.255 2.634 -0.964
H -5.583 3.126 -2.620
C -4.651 2.569 -2.630
H 0.991 2.215 4.246
C -2.432 7.282 -0.098
H -0.964 5.123 -2.967
C -3.008 -4.362 2.862
C 2.909 -3.756 -3.941
H -4.452 -5.019 1.403
H -1.881 7.367 -3.452
H -3.101 -0.438 5.017
H 1.875 0.808 4.929
C -1.379 -0.129 -4.591
N -0.241 -0.405 -2.483
H 0.788 4.824 1.840
C -2.662 -2.133 1.230
C -2.381 2.267 -1.811
H -2.825 8.753 -1.622
C -1.365 5.727 -2.155
C 4.067 -1.038 -0.514
C 5.672 -2.924 -0.389
H 1.900 -0.924 -5.048
H -4.699 -0.723 -1.509
C -2.271 1.125 -2.620
C -2.415 7.770 -1.403
P 1.621 1.468 1.450
C -0.614 -0.689 3.993
N 3.804 -0.033 0.406
C 4.779 0.600 1.265
H -3.843 -1.053 7.294
O -2.095 0.598 0.144
C -2.383 -0.850 5.723
C 3.293 -2.757 -3.041
H 5.022 1.578 0.842
H 1.389 -5.183 -4.486
H 0.267 1.288 5.563
C 2.813 -1.372 -1.008
N 0.275 3.652 0.216
H -0.241 -2.267 -0.350
H 8.905 -3.126 -1.424
C 7.651 -1.383 -1.611
C -1.349 -0.137 -3.208
C -1.374 5.230 -0.847
N 0.280 0.333 3.705
C -3.748 -4.241 1.686
H 1.762 -0.891 -2.558
H -3.731 3.836 -1.169
Tl -0.241 -0.405 -0.350
C -3.330 0.718 -3.434
H 6.180 0.182 -1.691
H 4.902 -3.536 0.077
H -2.518 -1.273 0.574
C -0.147 -1.595 6.258
C -2.455 -0.405 -0.350
H -2.857 7.883 0.702
H -4.699 -1.518 0.104
C 6.388 -0.837 -1.377
H -2.298 0.093 -5.120
H 3.562 -4.016 -4.770
C 1.122 4.660 0.813
C -4.298 -1.553 -0.916
N -0.429 1.675 -0.438
H 8.419 -0.787 -2.096
C 1.230 -3.063 -1.832
C -1.050 -1.043 5.341
C 0.447 2.287 0.322
C -0.978 -1.174 2.743
C -0.849 3.898 -0.559
H -4.133 -3.032 -0.058
Br -0.166 -0.423 -7.150
H 4.363 0.706 2.271
H 0.135 -2.375 8.248
C -3.589 2.975 -1.815
H 7.141 -4.497 -0.342
H 0.558 -2.785 -1.019
H -3.224 -0.170 -4.051
C -4.519 1.444 -3.442
N 1.846 -0.593 -0.428
H 2.161 4.322 0.794
C -1.915 6.015 0.180
C 6.934 -3.469 -0.626
H -3.131 -5.236 3.494
C 2.464 -2.409 -1.968
H -1.514 -3.498 4.130
H -0.114 -4.555 -2.606
H -1.955 5.635 1.198
C -1.924 -2.232 2.419
H 0.886 -1.775 5.970
H 5.680 -0.012 1.340
H -2.241 0.080 -2.627
C -3.572 -3.128 0.867
C 7.924 -2.698 -1.235
C 5.391 -1.603 -0.759
C -1.897 -1.741 7.917
H 4.237 -2.246 -3.203
H 1.062 5.588 0.240
C 2.448 0.229 0.398
C 1.688 -4.410 -3.783
H -1.351 0.540 -2.605
C -2.804 -1.198 7.008
C 0.893 1.214 4.671
C 0.964 -0.697 -4.551
C -0.569 -1.941 7.543
O -2.880 -1.536 -0.907
C -2.097 -3.364 3.224
C 0.846 -4.061 -2.731
C -1.884 6.993 -2.432
H -5.347 1.125 -4.069
H -4.625 -2.490 -1.377
C -0.196 -0.416 -5.260
N -0.319 -0.493 1.752
C 0.890 -0.679 -3.170

Values from the calculation:
Highest occupied orbital energy (alpha / beta) in eV: -6.70 / -7.64
Spin multiplicity: 1
Gap between HOMO and LUMO (alpha / beta) in eV: 4.297 / 5.248
Total charge: +1

Mulliken atomic charge list, values in e, 2 entries: atom 1 (C): -0.596, atom 2 (H): 0.405